{
  "formula": "C54H96F3NO18S6",
  "method": "ωB97M-V/def2-TZVPD",
  "total_energy_ev": -169055.5671,
  "homo_lumo_gap_ev": 8.41,
  "multiplicity": 1,
  "species": ["C", "C", "C", "N", "C", "C", "C", "C", "C", "H", "H", "H", "H", "H", "H", "H", "H", "H", "H", "H", "H", "H", "H", "H", "H", "H", "H", "C", "F", "F", "F", "S", "O", "O", "O", "O", "S", "O", "O", "C", "C", "C", "H", "H", "H", "H", "H", "H", "H", "H", "O", "S", "O", "O", "C", "C", "C", "H", "H", "H", "H", "H", "H", "H", "H", "O", "S", "O", "O", "C", "C", "C", "H", "H", "H", "H", "H", "H", "H", "H", "O", "S", "O", "O", "C", "C", "C", "H", "H", "H", "H", "H", "H", "H", "H", "O", "S", "O", "O", "C", "C", "C", "H", "H", "H", "H", "H", "H", "H", "H", "C", "C", "C", "C", "C", "C", "H", "H", "H", "H", "H", "H", "C", "C", "C", "C", "C", "C", "H", "H", "H", "H", "H", "H", "C", "C", "C", "C", "C", "C", "H", "H", "H", "H", "H", "H", "C", "C", "C", "C", "C", "C", "H", "H", "H", "H", "H", "H", "C", "C", "C", "C", "C", "C", "H", "H", "H", "H", "H", "H", "H", "H", "H", "H", "H", "H", "H", "H"],
  "xyz": [[-2.069720, 3.339390, -13.896610], [-2.868210, 2.428230, -13.027560], [-3.074800, 1.044740, -13.737560], [-3.499270, -0.061360, -12.661510], [-4.749430, 0.365670, -11.816510], [-2.466480, -0.365830, -11.595380], [-2.421390, -1.792540, -11.192670], [-2.658990, -2.452880, -12.495750], [-3.613200, -1.505280, -13.241600], [-1.840630, 4.302340, -13.440160], [-2.715270, 3.609600, -14.732290], [-1.066600, 2.982530, -14.130100], [-3.850760, 2.884840, -12.908420], [-2.330710, 2.289610, -12.089480], [-2.157560, 0.685900, -14.204470], [-3.977640, 1.216720, -14.323570], [-5.575910, 0.378670, -12.527050], [-4.591860, 1.394110, -11.491550], [-4.908890, -0.339510, -11.000790], [-2.463810, 0.363120, -10.785000], [-1.554190, -0.135200, -12.145500], [-3.288530, -1.815470, -10.532640], [-1.633540, -2.243010, -10.588940], [-2.928700, -3.492000, -12.307090], [-1.764610, -2.448640, -13.118780], [-4.658650, -1.748110, -13.051390], [-3.378250, -1.687430, -14.290270], [-8.161890, 0.594490, -16.179140], [-7.791980, -0.215270, -17.155300], [-8.831330, 1.651390, -16.693480], [-8.836990, 0.059650, -15.163400], [-6.469360, 1.131510, -15.403740], [-5.716870, -0.041300, -14.904490], [-5.938000, 1.807820, -16.611870], [-6.701220, 2.106770, -14.339760], [-1.575060, 3.001690, -9.973110], [-2.389550, 2.885970, -8.784980], [-3.670080, 2.143120, -8.715920], [-1.346150, 2.413530, -7.505940], [-1.956370, 2.161670, -6.305860], [-0.906470, 2.509630, -5.243000], [-2.716010, 4.612620, -8.174810], [-2.245740, 1.120950, -6.160040], [-2.815660, 2.824850, -6.206290], [-0.641890, 3.565800, -5.293880], [-0.033510, 1.916520, -5.515500], [-1.223990, 2.182240, -4.253000], [-3.587190, 4.603810, -7.519790], [-3.022690, 5.289350, -8.972360], [-1.840650, 5.034740, -7.681180], [-1.993370, 2.033690, -17.404030], [-1.946080, 0.793760, -18.157510], [-2.238060, 0.739190, -19.605800], [-0.407790, 0.146720, -17.873810], [-0.081960, -1.018060, -18.599660], [1.485870, -0.982010, -18.725320], [-2.858040, -0.534600, -17.288060], [-0.616620, -1.133040, -19.542540], [-0.279460, -1.906340, -17.999620], [1.788910, -1.799730, -19.379230], [1.979360, -1.249110, -17.790860], [1.700210, 0.018550, -19.100870], [-2.211190, -0.770950, -16.443180], [-2.843080, -1.277050, -18.085960], [-3.816770, -0.151450, -16.938590], [-4.078480, -4.017730, -9.224450], [-5.043110, -3.328940, -8.323980], [-5.281090, -1.896320, -8.443880], [-6.526220, -4.121290, -8.482090], [-7.451140, -3.716520, -9.476460], [-7.174620, -4.348450, -10.816860], [-4.719410, -3.755550, -6.556460], [-7.404580, -2.627840, -9.503150], [-8.380500, -4.106390, -9.061260], [-7.876940, -3.888020, -11.511730], [-7.500770, -5.382340, -10.930000], [-6.167240, -4.217690, -11.212050], [-4.992900, -4.806500, -6.462590], [-5.350650, -3.106370, -5.949670], [-3.654640, -3.617980, -6.368200], [2.359030, -1.615910, -13.666670], [1.387430, -0.559060, -13.832430], [0.146990, -0.734960, -14.530690], [1.049420, 0.131320, -12.346020], [1.596540, -0.501540, -11.211270], [1.262340, 0.400410, -9.947720], [2.154310, 0.982810, -14.606550], [2.677820, -0.576290, -11.326840], [1.174690, -1.497970, -11.079910], [2.060500, 0.371460, -9.205960], [0.340310, 0.241130, -9.388620], [1.110460, 1.389560, -10.379690], [2.554650, 0.734940, -15.589600], [2.991290, 1.291640, -13.980300], [1.321580, 1.681860, -14.529140], [-1.018190, 5.949500, -15.288420], [-0.453660, 5.498590, -16.527940], [-1.203400, 5.219940, -17.739390], [0.884460, 6.435350, -16.858690], [1.637230, 6.830440, -15.757270], [3.036110, 6.826740, -16.289910], [0.542760, 3.988850, -16.246060], [1.603290, 6.156610, -14.901180], [1.455820, 7.881650, -15.533360], [3.160770, 5.799550, -16.632630], [3.733140, 6.908910, -15.455940], [3.156180, 7.490610, -17.146040], [1.411320, 3.980650, -16.904570], [-0.034150, 3.064230, -16.264930], [0.866860, 4.070070, -15.208530], [-10.106350, 0.422640, -9.144200], [-9.192570, 0.700250, -10.163280], [-7.937000, 1.206110, -9.850090], [-7.519340, 1.252110, -8.512280], [-8.378530, 0.790220, -7.469870], [-9.653750, 0.357630, -7.809970], [-11.169070, 0.251870, -9.232830], [-9.510250, 0.513290, -11.178430], [-7.307760, 1.461210, -10.689960], [-6.536250, 1.637770, -8.286030], [-8.238220, 0.920040, -6.406920], [-10.445110, 0.195960, -7.093020], [-6.388080, 5.305360, -12.076020], [-6.517150, 6.685700, -12.362550], [-5.356240, 7.433260, -12.383610], [-4.077140, 6.903530, -12.199390], [-4.073990, 5.631700, -11.628710], [-5.150180, 4.802430, -11.698980], [-7.263970, 4.673900, -12.054520], [-7.468000, 7.144100, -12.590960], [-5.454090, 8.503230, -12.493120], [-3.203750, 7.538480, -12.220500], [-3.160880, 5.288640, -11.165090], [-5.027490, 3.796560, -11.325380], [-5.899220, -4.655230, -14.366490], [-6.761710, -4.598130, -15.494400], [-6.564360, -5.593940, -16.506520], [-5.532120, -6.479360, -16.546200], [-4.673450, -6.474170, -15.419730], [-4.894770, -5.658980, -14.312970], [-6.215550, -3.918100, -13.643320], [-7.572850, -3.885080, -15.498280], [-7.179870, -5.530740, -17.391710], [-5.384240, -7.124500, -17.399620], [-3.743190, -7.022310, -15.443380], [-4.282120, -5.685400, -13.423950], [0.114910, -1.134850, -6.516590], [-0.225540, -2.297720, -7.191720], [0.543150, -3.451250, -7.112200], [1.775720, -3.324860, -6.423410], [2.186700, -2.141090, -5.725110], [1.299250, -1.020300, -5.723430], [-0.514150, -0.264450, -6.630980], [-1.207950, -2.383500, -7.632080], [0.139430, -4.382990, -7.479990], [2.416120, -4.188410, -6.320470], [3.164080, -1.968440, -5.299290], [1.516590, -0.090550, -5.218720], [-1.625970, -4.110450, -15.634440], [-0.246190, -4.318480, -14.904200], [0.964810, -3.919040, -15.762460], [2.339440, -4.559310, -15.231870], [2.443700, -6.132820, -15.013790], [3.560970, -6.789430, -15.853300], [-2.472900, -4.236870, -14.960030], [-1.582320, -4.830410, -16.451670], [-1.711690, -3.092770, -16.015350], [-0.217560, -3.643760, -14.048620], [-0.190550, -5.365450, -14.606100], [1.022970, -2.836780, -15.878280], [0.906580, -4.331420, -16.769760], [3.191340, -4.053110, -15.685890], [2.411240, -4.056990, -14.267190], [2.669080, -6.236180, -13.952370], [1.482670, -6.583150, -15.262210], [3.256840, -6.670440, -16.893230], [4.542170, -6.404600, -15.575370], [3.400210, -7.837310, -15.599940]],
  "forces_ev_per_a": [[0.08, 1.14, -0.28], [0.35, -1.43, 0.13], [-0.84, 0.63, 2.50], [0.04, -1.09, 1.19], [0.25, -0.13, -2.16], [3.53, 2.87, -0.68], [-1.77, 0.38, 0.98], [0.19, 0.00, -0.35], [-1.54, -0.92, 0.14], [-0.37, 0.02, 0.45], [0.66, -0.18, -0.65], [-0.24, -0.48, -0.55], [0.12, -0.14, 0.39], [-0.34, 0.02, 0.22], [-0.31, -0.16, -0.20], [0.50, -0.86, -0.60], [-0.17, -0.11, 0.12], [0.24, -0.33, 0.25], [0.19, 0.10, -0.09], [-0.55, -0.03, -0.04], [0.51, 0.04, 0.10], [-0.37, -1.07, 0.04], [0.52, 0.81, -0.23], [-0.65, 0.05, -0.66], [0.39, -0.19, 0.35], [0.03, -0.18, -0.37], [-0.46, 1.25, -0.17], [2.93, 2.11, 1.58], [-1.25, -0.79, -0.05], [0.26, -1.21, 0.51], [-1.02, -0.78, -0.84], [0.85, 2.65, -1.63], [-1.06, 0.19, -0.83], [-0.02, -1.60, 1.29], [-0.57, -0.85, 0.18], [-0.67, -0.85, 1.24], [-0.94, 1.14, 1.71], [2.98, 1.07, -0.38], [-0.45, 0.31, -4.43], [-0.46, 0.47, 2.58], [-0.14, -0.56, -0.53], [-0.43, -0.44, -0.16], [-0.27, -0.05, -0.39], [-0.32, -0.28, 0.28], [-0.06, -0.07, 0.23], [0.26, 0.12, 0.18], [-0.06, 0.30, 0.01], [0.23, -0.34, 0.23], [0.26, -0.46, -0.45], [0.03, -0.38, -0.07], [0.43, -1.48, -0.99], [0.03, -0.27, -0.45], [0.75, 0.17, 2.92], [-1.98, 1.62, -0.43], [2.12, -1.12, 0.48], [-1.65, -0.47, -0.48], [0.87, 1.30, -0.73], [0.20, 0.48, -0.11], [-0.52, -0.07, 0.20], [0.09, 0.33, -0.50], [-0.21, 0.59, 0.27], [0.64, -0.27, -0.01], [-0.08, -0.20, -0.09], [-0.55, -0.40, 0.53], [-0.19, -0.16, -0.37], [-1.85, 1.64, 2.10], [-0.57, -1.30, -1.26], [0.51, -1.48, -0.08], [3.03, 0.31, 1.62], [0.29, -0.08, -0.19], [-0.88, 0.11, -0.91], [-0.37, -0.04, -1.38], [-0.49, 0.07, -0.21], [-0.23, 0.49, -0.21], [0.13, 0.48, -0.25], [0.50, -0.28, 0.63], [-0.01, 0.03, 0.26], [0.03, 0.12, 0.08], [0.11, -0.09, -0.12], [-0.12, 0.11, -0.12], [-1.01, 0.71, 0.00], [1.30, 2.35, 0.10], [0.08, -0.46, 0.56], [-0.34, -0.59, -2.28], [-0.07, 0.03, 2.46], [0.06, -0.06, -1.29], [-0.28, -1.58, 1.32], [-0.02, -0.07, 0.08], [0.08, -0.09, -0.14], [0.13, 0.14, -0.27], [-0.16, -0.73, -0.40], [0.47, 0.33, 0.34], [-0.59, 0.04, -0.08], [-0.17, -0.05, 0.15], [0.26, 0.08, -0.50], [-0.10, 0.14, -0.67], [1.43, -2.15, -1.37], [0.96, 1.54, 1.67], [-3.14, -0.93, -0.92], [1.51, 1.43, 0.20], [0.49, -1.48, 0.19], [-0.34, 0.31, 1.06], [-0.53, 0.22, 0.05], [-0.85, -0.20, 0.66], [0.43, -0.05, -0.39], [0.27, 0.69, -0.28], [0.26, 0.15, 0.39], [-0.37, 0.01, -0.13], [-0.31, 0.29, -0.60], [0.31, 0.14, 0.03], [1.00, -0.52, 1.21], [-1.10, -0.03, 0.39], [-0.08, -0.97, 0.54], [-0.69, -0.33, 0.54], [-0.24, 0.52, -1.18], [-0.59, 1.18, -1.28], [0.03, -0.29, -0.82], [0.12, 0.48, -0.25], [0.34, 0.22, 0.17], [0.08, 0.05, 0.11], [0.88, -0.09, -0.01], [0.32, -0.26, 0.50], [-0.46, 0.86, -0.16], [0.67, -1.62, 0.25], [0.34, 0.98, -0.60], [-1.45, -0.10, 1.60], [1.99, 0.63, -0.88], [-1.13, -0.19, 0.66], [-0.01, -0.12, -0.18], [-0.07, -0.07, 0.14], [0.06, 0.17, -0.48], [0.04, -0.05, -0.01], [0.31, -0.35, -0.31], [-0.30, -0.16, 0.00], [-1.49, -0.68, -1.85], [1.78, -2.20, 0.45], [-1.38, 2.22, -0.32], [1.07, 0.23, 1.84], [0.14, 0.05, -0.24], [-0.94, 1.47, -0.31], [0.86, -0.18, 0.74], [0.03, 0.01, -0.34], [-0.39, -0.06, -0.02], [0.12, -0.04, 0.07], [-0.11, -0.50, 0.10], [0.33, -0.24, -0.09], [1.31, 0.46, 0.77], [-0.49, -0.36, 0.57], [1.21, 1.23, 1.27], [0.06, 0.43, 0.70], [-2.10, 0.77, -1.31], [-0.51, -1.89, -1.72], [-0.18, 0.04, 0.13], [-0.07, 0.27, -0.41], [0.41, -0.11, -0.18], [0.12, -0.11, -0.19], [0.06, -0.67, 0.23], [0.15, -0.04, 0.06], [1.58, 0.00, 0.53], [-0.64, 1.02, -0.73], [1.20, -2.01, -0.42], [-1.34, 1.20, 1.28], [0.56, 2.36, -0.63], [-1.91, -0.10, 0.75], [0.01, -0.46, -0.14], [-0.74, 0.13, -0.14], [0.17, 0.02, -0.26], [0.03, -0.36, 0.44], [0.11, 0.11, 0.26], [0.18, -0.02, 0.22], [-0.63, 0.03, -0.36], [0.10, -0.61, -0.84], [0.05, -0.40, 0.57], [-0.25, -0.44, -0.02], [0.03, -0.13, 0.17], [0.69, 0.12, -0.17], [-0.05, -0.19, -0.36], [0.89, -0.29, -0.25]]
}